# 1
The following is a quantum chemistry calculation of C18H30MnN6O2 as an isolated structure, from OMol25.

```
57
Properties=species:S:1:pos:R:3:lowdin_charge:R:1
Mn 0.76546 -0.17580 0.14727 0.871
N 2.56054 0.84429 -1.20865 0.003
C 3.24381 1.58690 -0.14770 -0.231
C 2.31420 2.65397 0.40258 -0.174
N 1.02289 2.09831 0.85633 -0.204
C 0.91002 2.08789 2.32169 -0.197
C 1.85025 1.13356 3.05103 -0.255
N 1.70348 -0.29572 2.81254 0.025
C -0.11607 2.83685 0.28002 -0.188
C -0.27725 2.62390 -1.21532 -0.234
N -0.46519 1.19946 -1.46712 0.003
H 3.07697 0.00655 -1.44671 0.075
H 2.45029 1.40125 -2.04825 0.089
H 4.18420 2.05300 -0.46015 0.116
H 3.48578 0.86499 0.63489 0.102
H 2.13161 3.39863 -0.37513 0.113
H 2.81181 3.18183 1.22313 0.124
H -0.11995 1.80649 2.55506 0.117
H 1.07758 3.09529 2.73178 0.125
H 1.68190 1.33058 4.11356 0.110
H 2.89470 1.39265 2.86398 0.107
H 0.74495 -0.62136 2.73862 0.065
H 2.29300 -0.71057 2.09603 0.032
H -0.02311 3.91080 0.49452 0.130
H -1.02125 2.47483 0.77194 0.117
H 0.60320 2.97234 -1.75860 0.098
H -1.11727 3.23824 -1.55430 0.118
H -0.35371 0.94530 -2.44109 0.096
H -1.39959 0.90691 -1.20107 0.073
C 4.00437 -3.01197 -0.73153 -0.034
C 2.60007 -2.44124 -0.72509 -0.477
O 2.37691 -1.53161 0.16402 -0.190
C 1.69764 -2.91923 -1.65242 -0.042
C 0.28880 -2.64051 -1.68655 -0.334
C -0.58405 -3.42913 -2.62409 -0.041
N -0.21755 -1.77067 -0.87509 -0.053
N -1.61202 -1.64935 -0.83547 0.069
C -1.95853 -0.90570 0.17760 -0.498
O -1.16035 -0.30720 1.01072 -0.165
C -3.42716 -0.65254 0.35491 -0.151
C -3.85116 0.17593 1.38841 -0.037
C -5.20165 0.45536 1.56138 -0.090
C -6.13995 -0.09093 0.69894 -0.101
C -5.72191 -0.92392 -0.33405 -0.089
C -4.37595 -1.20364 -0.50589 -0.037
H 4.55988 -2.61902 0.11745 0.074
H 4.52732 -2.74324 -1.65221 0.078
H 3.98443 -4.10046 -0.67214 0.079
H 2.06029 -3.67609 -2.33533 0.094
H 0.01124 -4.12163 -3.21566 0.067
H -1.12824 -2.75426 -3.28614 0.076
H -1.33880 -3.98059 -2.06396 0.078
H -3.10577 0.58618 2.05658 0.103
H -5.52125 1.09762 2.37262 0.098
H -7.19249 0.12636 0.83068 0.097
H -6.45182 -1.35771 -1.00628 0.098
H -4.03560 -1.85219 -1.30230 0.104
```

Computed properties:
E_LUMO (spin up / spin down): 0.4237 / 0.4111 eV
Net charge: 0
2S+1: 6
HOMO level (spin up / spin down): -6.686 / -6.836 eV
Frontier orbital gap (spin up / spin down): 7.11 / 7.25 eV

---

# 2
The following is a quantum chemistry calculation of the molecule C18H30N2O, from OMol25.

```
51
Properties=species:S:1:pos:R:3:lowdin_charge:R:1
C -2.86434 -2.38149 1.18757 -0.054
H -2.81192 -2.95069 0.26248 0.072
H -1.86260 -2.28500 1.59952 0.064
H -3.47153 -2.93961 1.89664 0.076
C -3.49180 -1.00029 0.94736 -0.411
N -2.74337 -0.10251 0.08939 -0.124
C -2.36321 -0.56384 -1.22734 -0.145
C -0.92225 -1.08682 -1.31717 -0.168
N -0.02858 -0.06219 -0.81807 -0.172
C -0.32018 0.20096 0.57457 -0.143
H -0.23542 -0.70944 1.19526 0.114
C -1.75019 0.76019 0.69763 -0.290
C -1.80500 2.16393 0.07383 -0.136
H -1.12363 2.81970 0.61843 0.122
H -1.45955 2.10547 -0.95959 0.109
C -3.21234 2.75598 0.12116 -0.272
O -3.27272 4.05750 -0.41752 -0.070
H -2.92584 4.02954 -1.31619 0.083
H -3.90702 2.08672 -0.40363 0.110
H -3.54661 2.85461 1.15659 0.123
H -1.99307 0.85403 1.76182 0.147
H 0.39304 0.93710 0.95188 0.129
C 1.37180 -0.26715 -1.11927 -0.192
C 2.03473 -1.50748 -0.50115 -0.176
H 1.91832 -1.47745 0.58394 0.105
H 1.54406 -2.40931 -0.87372 0.108
C 3.52780 -1.57282 -0.84360 -0.160
C 4.28126 -0.42491 -0.23403 -0.253
C 4.54754 -0.40957 1.13002 -0.047
C 5.21079 0.65646 1.70966 -0.086
C 5.61990 1.72588 0.93095 -0.098
C 5.36341 1.71973 -0.42898 -0.085
C 4.69808 0.65179 -1.00552 -0.054
H 4.50053 0.65322 -2.06830 0.112
H 5.68171 2.54954 -1.04329 0.101
H 6.13832 2.55898 1.38228 0.099
H 5.41098 0.65303 2.77145 0.101
H 4.23503 -1.24425 1.74207 0.114
H 3.64777 -1.56233 -1.92891 0.113
H 3.93325 -2.51495 -0.46570 0.116
H 1.46209 -0.32104 -2.20928 0.125
H 1.90682 0.62553 -0.78106 0.120
H -0.82816 -2.02817 -0.74947 0.110
H -0.67803 -1.28936 -2.36311 0.126
H -2.45683 0.27810 -1.92249 0.121
H -3.05511 -1.34088 -1.55049 0.114
C -4.91754 -1.16023 0.40846 -0.056
H -4.93203 -1.74812 -0.50560 0.069
H -5.34271 -0.18279 0.19883 0.074
H -5.53882 -1.66264 1.14529 0.075
H -3.56686 -0.49268 1.91641 0.137
```

Computed properties:
E_LUMO: 0.8279 eV
Net charge: 0
2S+1: 1
HOMO level: -7.780 eV
Frontier orbital gap: 8.61 eV

---

# 3
The following is a quantum chemistry calculation of C18H30N2O4 as an isolated structure at a distorted geometry, from OMol25.

```
54
Properties=species:S:1:pos:R:3:lowdin_charge:R:1
C 1.02127 3.93045 -0.50638 -0.162
H 0.91958 4.07431 0.46739 0.040
O 0.30245 3.01954 -1.16717 -0.090
C 0.05757 1.68654 -0.54901 -0.086
C -1.08932 0.82027 -1.08267 0.107
C -1.47090 -0.34380 -0.37263 -0.232
C -0.64878 -0.92925 0.68505 0.087
C 0.54596 -0.09135 0.80606 0.042
C 0.81889 1.16865 0.32467 -0.202
O 2.05090 1.79621 0.75631 -0.069
C 2.80340 1.49444 1.76390 -0.112
H 3.51781 2.15910 1.82006 0.091
H 2.35790 0.92696 2.57568 0.135
C 3.59555 0.09032 1.34803 -0.512
O 3.96649 -0.81238 2.00340 0.070
N 3.63129 -0.13311 0.10570 0.149
H 3.33561 0.47461 -0.52637 0.072
C 4.19088 -1.31275 -0.66223 -0.651
C 3.48688 -2.38148 -0.46490 -0.153
H 3.42121 -2.64758 0.78097 0.172
H 3.69370 -3.35973 -1.04025 0.125
H 2.22111 -2.21809 -0.50284 0.151
C 4.11882 -0.82752 -2.17777 -0.048
H 3.02422 -0.72239 -2.34395 0.067
H 4.70426 0.11513 -2.72054 0.131
H 4.59129 -1.75118 -2.82802 0.127
C 5.69722 -1.66894 -0.34263 0.011
H 5.78442 -1.49622 0.69789 0.060
H 6.20787 -0.64778 -0.47634 0.118
H 6.12435 -2.38644 -0.79091 0.006
H 1.23262 -0.46483 1.59849 0.122
H -0.78934 -1.80344 0.80898 0.004
C -2.61525 -0.95926 -0.87598 -0.264
N -3.91949 -0.38728 -0.88086 -0.018
H -3.80620 0.56980 -1.31273 0.119
C -4.53097 0.13982 0.46357 -0.428
C -5.68197 0.93900 0.00048 -0.005
H -6.37480 0.56560 -0.32972 -0.083
H -5.32998 1.93601 -0.13715 0.074
H -6.39907 1.21537 1.17664 0.202
C -3.59385 0.38420 1.71300 0.003
H -3.33220 1.46217 1.49001 0.106
H -4.36932 0.60836 2.47104 0.087
H -2.95005 -0.39958 1.83357 0.029
C -5.28957 -1.36167 0.75268 -0.277
O -5.73720 -2.06239 -0.25188 0.019
H -5.30650 -1.89306 -0.99623 0.013
H -5.75712 -1.43947 1.68745 0.097
H -4.36201 -2.01224 1.06137 0.119
H -2.62268 -1.22061 -1.89550 0.131
H -2.73579 -1.86814 -0.36487 0.110
H -1.71933 1.50558 -1.72648 0.139
H 0.91080 4.89917 -1.24123 0.157
H 2.09736 3.62036 -0.62517 0.099
```

Computed properties:
E_LUMO: 0.2910 eV
Net charge: 0
2S+1: 1
HOMO level: -8.714 eV
Frontier orbital gap: 9.00 eV

---

# 4
The following is a quantum chemistry calculation of C18H31BF4N3O5Si2Tc as an isolated structure at a distorted geometry, from OMol25.

```
65
Properties=species:S:1:pos:R:3:lowdin_charge:R:1
Tc 0.19909 -0.08631 0.37193 1.749
O 2.48011 -0.76240 0.81818 -0.160
C 3.58940 -0.06651 1.36958 -0.196
C 3.16655 0.83068 2.52591 -0.155
N 2.01612 1.60354 2.12361 -0.210
C 2.24864 2.73809 1.27228 -0.101
C 1.09762 2.92965 0.26468 -0.614
O 1.02416 4.00166 -0.31071 0.043
O 0.28164 1.94571 0.08057 -0.171
C 1.05199 1.82239 3.17473 -0.091
C 0.34776 0.49022 3.48215 -0.644
O 0.11138 0.17364 4.63465 0.055
O 0.05216 -0.20484 2.43682 -0.211
H 2.31792 -1.59505 1.29297 0.075
H 4.00544 0.53526 0.56194 0.095
H 4.35103 -0.77811 1.69690 0.133
H 4.01691 1.46028 2.83272 0.129
H 2.88556 0.20794 3.37818 0.132
H 3.15933 2.59870 0.68561 0.122
H 2.35848 3.67825 1.82789 0.129
H 0.28794 2.51634 2.81623 0.129
H 1.49191 2.22273 4.09652 0.131
C -4.69699 -0.37333 1.32358 -0.205
Si -2.81476 -0.31405 1.59097 0.499
C -2.57677 1.23700 2.65551 -0.154
C -2.48307 -1.97194 2.42168 -0.162
N -1.79679 -0.10190 0.14752 -0.158
C -2.21795 -0.14067 -1.16007 -0.284
C -3.55004 -0.07546 -1.58667 -0.046
C -3.87949 -0.13794 -2.92739 -0.113
C -2.87616 -0.25731 -3.88082 -0.111
C -1.55199 -0.29487 -3.48815 -0.064
C -1.18759 -0.22670 -2.13595 -0.299
N 0.10000 -0.20050 -1.65857 -0.189
Si 1.42764 -0.17313 -2.80747 0.449
C 1.51701 -1.79755 -3.77499 -0.157
C 3.10950 -0.00204 -1.98380 -0.172
C 1.28461 1.38700 -3.87395 -0.160
H -5.13594 -0.57348 2.30480 0.032
H -5.00910 -1.17750 0.65430 0.029
H -5.11774 0.56902 0.96624 0.028
H -3.53378 1.65262 2.97670 0.026
H -2.04580 2.00124 2.08249 0.027
H -1.99953 1.02388 3.55624 0.016
H -2.96066 -1.98701 3.40529 0.035
H -1.42151 -2.14557 2.56881 0.009
H -2.88038 -2.80436 1.83669 0.037
H -4.33890 0.04236 -0.86200 0.056
H -4.91704 -0.08618 -3.23220 0.092
H -3.12430 -0.30974 -4.93362 0.093
H -0.78708 -0.37094 -4.24721 0.065
H 1.39720 -2.62888 -3.07531 0.025
H 2.49263 -1.89822 -4.25662 0.025
H 0.75105 -1.90183 -4.54401 0.018
H 3.30633 -0.82523 -1.30011 0.023
H 3.18140 0.94313 -1.43898 0.021
H 3.88489 -0.00572 -2.75286 0.037
H 0.44341 1.37969 -4.56780 0.016
H 2.20086 1.54028 -4.44948 0.025
H 1.15263 2.24458 -3.20849 0.035
F 0.96510 -3.93309 -0.88744 0.149
B 0.83545 -3.55972 0.43523 -1.182
F 0.17547 -2.22940 0.45528 -0.040
F 2.08730 -3.35979 1.05000 0.109
F 0.04973 -4.41860 1.16931 0.156
```

Computed properties:
E_LUMO (spin up / spin down): 2.7011 / 1.6740 eV
Net charge: -1
2S+1: 4
HOMO level (spin up / spin down): -4.443 / -4.823 eV
Frontier orbital gap (spin up / spin down): 7.14 / 6.50 eV